1.
DFT (wB97M-V/def2-TZVPD) results for 12 unconnected molecules or ions with the total composition H24O12.

SMILES = O.O.O.O.O.O.O.O.O.O.O.O
M = 216.18 g mol⁻¹
spin multiplicity = 1
maximum force = 0.8 eV Å⁻¹
total energy = -24960.2529 eV
highest occupied orbital energy = -10.176 eV
energy relative to the best compared isomer or geometry (same formula, charge and spin) = 1.442 eV
LUMO energy = -0.24 eV

Last column: Löwdin charge in e.
Positions of all 36 atoms, in Å:
O1 3.405 -0.263 -1.321  -0.0591
H1 2.890 -0.045 -0.520  0.0040
H2 4.138 0.360 -1.351  0.0542
O2 2.058 -1.592 -3.414  -0.0808
H3 1.184 -1.368 -3.068  -0.0206
H4 2.676 -1.245 -2.740  -0.0018
O3 -0.668 -1.133 3.003  -0.0495
H5 -0.712 -0.964 3.956  0.0678
H6 -0.924 -2.061 2.901  0.0766
O4 -0.517 0.296 -0.197  -0.0657
H7 -0.445 -0.364 -0.901  0.0300
H8 0.123 0.006 0.471  0.0346
O5 -0.192 -3.319 -0.223  -0.0746
H9 -0.279 -2.672 -0.951  -0.0118
H10 -0.286 -4.178 -0.646  0.0326
O6 0.765 1.273 3.562  -0.0384
H11 1.544 0.744 3.398  0.0120
H12 0.056 0.772 3.130  -0.0063
O7 -2.371 0.859 1.674  -0.0651
H13 -2.654 1.052 2.576  0.0679
H14 -1.736 0.124 1.754  0.0132
O8 2.009 0.151 1.059  -0.0380
H15 1.945 1.107 1.227  0.0885
H16 2.397 -0.219 1.860  0.0719
O9 0.721 1.713 -2.421  -0.0600
H17 0.094 1.643 -3.149  0.0369
H18 0.170 1.775 -1.626  0.0040
O10 -0.882 3.091 0.834  -0.0790
H19 -1.537 3.747 1.089  0.0325
H20 -1.256 2.230 1.133  -0.0193
O11 -0.778 -1.610 -2.455  -0.0537
H21 -0.690 -2.070 -3.303  0.0849
H22 -1.720 -1.393 -2.386  0.0803
O12 -2.911 1.011 -1.333  -0.0689
H23 -2.118 0.952 -0.783  -0.0319
H24 -3.500 1.589 -0.839  0.0328

2.
DFT (wB97M-V/def2-TZVPD) results for 12 unconnected molecules or ions with the total composition H24O12 at a distorted geometry.

SMILES = O.O.O.O.O.O.O.O.O.O.O.O
M = 216.18 g mol⁻¹
spin multiplicity = 1
maximum force = 2.7 eV Å⁻¹
total energy = -24959.4752 eV
highest occupied orbital energy = -10.118 eV
energy relative to the best compared isomer or geometry (same formula, charge and spin) = 2.219 eV
LUMO energy = -0.50 eV

Last column: Löwdin charge in e.
Positions of all 36 atoms, in Å:
O1 3.341 1.653 -0.073  -0.0584
H1 3.524 2.595 -0.161  0.0467
H2 2.829 1.513 0.725  -0.0300
O2 1.657 1.726 2.090  -0.0669
H3 1.130 1.986 1.293  0.0098
H4 1.297 0.960 2.517  0.0295
O3 0.583 -2.952 1.601  -0.0424
H5 0.350 -3.758 2.125  0.1042
H6 0.159 -2.210 2.031  0.0539
O4 2.268 -0.901 0.770  -0.0272
H7 1.586 -1.606 0.817  0.0274
H8 2.623 -0.887 1.623  0.0332
O5 -3.590 -0.424 -1.174  -0.0418
H9 -3.735 -1.353 -1.343  0.0477
H10 -3.770 -0.046 -2.059  0.0835
O6 -1.795 1.426 2.372  -0.0549
H11 -2.539 1.040 2.822  0.0202
H12 -2.099 1.533 1.462  -0.0136
O7 3.785 -0.786 -1.792  -0.0919
H13 3.350 -0.586 -0.943  -0.0231
H14 3.836 0.071 -2.256  0.0316
O8 -0.413 0.050 -0.251  -0.0615
H15 0.527 -0.164 -0.093  0.0357
H16 -1.001 -0.727 -0.349  0.0113
O9 0.437 2.746 -0.174  -0.0173
H17 1.032 2.636 -0.923  0.0694
H18 0.716 3.557 0.214  0.0540
O10 -2.495 1.920 -0.438  -0.0553
H19 -1.609 1.603 -0.315  -0.0356
H20 -3.029 1.135 -0.531  -0.0219
O11 -1.218 -2.514 -0.663  -0.0323
H21 -0.928 -2.572 0.225  0.0027
H22 -2.136 -2.837 -0.667  0.0861
O12 -1.382 -1.449 -3.129  -0.0126
H23 -1.257 -1.611 -2.229  -0.0670
H24 -2.023 -0.754 -3.136  0.0068

3.
DFT (wB97M-V/def2-TZVPD) results for 12 unconnected molecules or ions with the total composition H24O12 at a distorted geometry.

SMILES = O.O.O.O.O.O.O.O.O.O.O.O
M = 216.18 g mol⁻¹
spin multiplicity = 1
maximum force = 1.6 eV Å⁻¹
total energy = -24957.5958 eV
highest occupied orbital energy = -10.938 eV
energy relative to the best compared isomer or geometry (same formula, charge and spin) = 4.099 eV
LUMO energy = -0.18 eV

Last column: Löwdin charge in e.
Positions of all 36 atoms, in Å:
O1 -0.784 0.573 -1.422  -0.0469
H1 0.110 0.287 -1.202  0.0363
H2 -1.338 0.135 -0.767  0.0074
O2 -2.383 -2.827 -0.659  -0.0827
H3 -1.488 -3.156 -0.512  0.0346
H4 -2.577 -2.314 0.134  0.0194
O3 3.742 -2.281 0.352  -0.0761
H5 3.618 -3.042 -0.227  0.0377
H6 3.494 -1.527 -0.195  0.0128
O4 1.399 -2.721 -2.164  -0.0563
H7 1.145 -2.534 -3.075  0.0417
H8 1.091 -3.622 -2.015  0.0367
O5 5.381 0.649 -1.367  -0.0523
H9 5.471 0.177 -0.532  0.0239
H10 4.526 0.363 -1.708  0.0295
O6 2.995 -0.697 1.898  -0.0628
H11 3.186 -0.551 2.831  0.0506
H12 3.505 -0.015 1.445  0.0246
O7 -1.439 4.618 -1.898  -0.0586
H13 -1.921 5.219 -2.477  0.0340
H14 -1.699 4.888 -1.010  0.0249
O8 2.049 2.994 0.649  -0.0462
H15 1.209 3.166 1.089  0.0084
H16 2.582 2.557 1.323  0.0310
O9 -1.264 -1.557 3.857  -0.0560
H17 -1.540 -1.769 2.958  0.0199
H18 -1.067 -0.614 3.825  0.0313
O10 -3.508 0.145 1.195  -0.0268
H19 -2.903 0.855 0.951  0.0002
H20 -4.205 0.193 0.531  0.0460
O11 -4.309 -2.025 -1.527  -0.0680
H21 -4.417 -2.366 -2.422  0.0506
H22 -4.870 -1.242 -1.505  0.0359
O12 -1.397 2.807 1.565  -0.0290
H23 -1.657 2.014 1.083  0.0035
H24 -0.736 3.220 0.998  0.0207